9 unconnected molecules or ions with the total composition C47H100F12N5O14S4. Source: the Open Molecules 2025 dataset; level of theory: ωB97M-V/def2-TZVPD.

Its expectation value of S² is 0.7507. The value obtained for the molar mass is 1315.6 g mol⁻¹. As for the frontier orbital gap (spin up / spin down): 0.105 / 0.267 Eh. Its multiplicity is 2. The value obtained for the energy is -162415.4141 eV. Its LUMO energy (spin up / spin down) is -0.24 / -0.33 eV.

Geometry (Å):
C (-4.2938, 0.7634, -2.7193)
C (-5.6580, 1.5088, -2.7485)
C (-5.6191, 2.9159, -3.4432)
C (-5.1683, 2.7232, -4.9768)
N (-5.0974, 4.0861, -5.7148)
C (-6.5428, 4.6750, -5.9030)
C (-6.4793, 5.4972, -7.1567)
C (-5.2278, 5.0963, -7.9915)
C (-4.6726, 3.8792, -7.2045)
C (-4.0779, 5.0445, -5.1225)
H (-3.4552, 1.3157, -2.2953)
H (-3.9681, 0.4404, -3.7081)
H (-4.4363, -0.1656, -2.1672)
H (-5.8568, 1.7742, -1.7102)
H (-6.3965, 0.8496, -3.2046)
H (-4.8622, 3.5191, -2.9419)
H (-6.5676, 3.4478, -3.3680)
H (-5.8061, 2.0376, -5.5347)
H (-4.2112, 2.2347, -5.1599)
H (-6.7746, 5.1349, -4.9423)
H (-7.2482, 3.8565, -6.0467)
H (-6.5456, 6.5437, -6.8593)
H (-7.2686, 5.3906, -7.9009)
H (-4.6120, 5.9557, -8.2565)
H (-5.5859, 4.6533, -8.9208)
H (-3.5902, 3.8476, -7.3285)
H (-5.1627, 2.9782, -7.5733)
H (-4.4395, 5.2047, -4.1067)
H (-4.1319, 5.9826, -5.6749)
H (-3.0535, 4.6720, -5.1192)
C (3.6527, 3.1871, 4.2986)
C (4.0225, 2.8109, 2.9401)
C (3.3280, 3.6283, 1.8497)
C (3.9705, 5.0302, 1.6279)
N (3.0989, 6.0835, 0.8063)
C (3.9978, 7.3169, 0.5727)
C (3.6583, 8.2883, 1.6941)
C (2.2116, 8.1032, 1.8579)
C (1.8593, 6.6579, 1.6099)
C (2.5285, 5.4776, -0.5802)
H (4.3142, 4.0149, 4.5539)
H (3.7619, 2.2887, 4.9061)
H (2.5986, 3.4520, 4.3824)
H (3.7381, 1.7630, 2.8444)
H (5.1086, 2.7815, 2.8530)
H (2.2731, 3.6689, 2.1211)
H (3.4324, 3.0401, 0.9380)
H (4.9382, 4.9629, 1.1307)
H (4.1350, 5.5496, 2.5720)
H (3.6932, 7.8255, -0.3420)
H (5.0375, 7.0119, 0.4541)
H (4.0830, 9.2262, 1.3362)
H (4.1289, 8.0545, 2.6491)
H (1.7441, 8.7091, 1.0817)
H (1.9208, 8.5452, 2.8108)
H (1.0126, 6.4644, 0.9513)
H (1.7299, 6.1029, 2.5390)
H (3.3276, 5.3483, -1.3101)
H (1.8440, 6.2270, -0.9777)
H (1.9181, 4.5790, -0.4904)
C (3.2248, 1.5564, -2.2900)
C (2.0330, 1.2455, -1.4248)
C (1.3531, -0.0704, -1.8701)
C (0.0760, -0.2068, -1.0468)
N (-0.6412, -1.5566, -1.2515)
C (-1.9150, -1.6043, -0.3639)
C (-1.6754, -2.6835, 0.6812)
C (-0.7524, -3.6192, -0.1508)
C (0.2417, -2.7016, -0.7654)
C (-1.0701, -1.8032, -2.7403)
H (3.0659, 1.5440, -3.3683)
H (4.0944, 0.9334, -2.0808)
H (3.6343, 2.5188, -1.9831)
H (1.2901, 2.0390, -1.5049)
H (2.3629, 1.2175, -0.3863)
H (2.1181, -0.7460, -1.4874)
H (1.3775, -0.2546, -2.9442)
H (-0.6975, 0.4046, -1.5116)
H (0.1591, -0.0612, 0.0302)
H (-2.7652, -1.8259, -1.0090)
H (-2.0463, -0.7166, 0.2548)
H (-2.5133, -3.3512, 0.8818)
H (-1.1517, -2.4385, 1.6053)
H (-1.2105, -4.2631, -0.9016)
H (-0.3238, -4.3365, 0.5491)
H (0.7849, -3.1217, -1.6119)
H (0.8751, -2.2054, -0.0302)
H (-1.7074, -1.0494, -3.2026)
H (-1.4970, -2.8061, -2.7462)
H (-0.1003, -1.8981, -3.2286)
C (5.8659, -4.9974, -0.9285)
C (4.8210, -4.2686, -0.1740)
N (4.0758, -5.1613, 0.9550)
C (3.7654, -6.5216, 0.2348)
C (4.9725, -5.3754, 2.2100)
C (4.2632, -6.2027, 3.3622)
C (2.6589, -4.5725, 1.3451)
C (2.6856, -3.0889, 1.8335)
O (3.2582, -2.2868, 0.8229)
C (3.4609, -0.9065, 1.2426)
H (6.4618, -4.3835, -1.6040)
H (5.4290, -5.7818, -1.5465)
H (6.6239, -5.3890, -0.2501)
H (4.0206, -3.8471, -0.7821)
H (5.2761, -3.4623, 0.4012)
H (3.2342, -6.3722, -0.7052)
H (3.0594, -7.0339, 0.8884)
H (4.6304, -7.1848, 0.2285)
H (5.2998, -4.3818, 2.5162)
H (5.8751, -5.8454, 1.8196)
H (5.0422, -6.3376, 4.1126)
H (3.9903, -7.1791, 2.9618)
H (3.4070, -5.6755, 3.7829)
H (2.2716, -5.2567, 2.1001)
H (2.1104, -4.7186, 0.4145)
H (3.1521, -2.9061, 2.8015)
H (1.6851, -2.6963, 2.0151)
H (3.7352, -0.2912, 0.3857)
H (4.1602, -0.7788, 2.0689)
H (2.5038, -0.5635, 1.6355)
C (-1.4951, -0.7788, 6.4276)
C (-2.0904, -2.0081, 7.0678)
N (-1.0882, -3.0919, 7.4279)
C (-0.1889, -2.4879, 8.5229)
C (-1.8717, -4.3533, 7.8165)
C (-2.5198, -4.2293, 9.1723)
C (-0.1361, -3.4536, 6.3195)
C (-0.6237, -4.4007, 5.1984)
O (-1.8477, -3.9500, 4.6022)
C (-2.6610, -4.9960, 4.0001)
H (-1.2523, -0.6649, 5.3711)
H (-0.7741, -0.2741, 7.0707)
H (-2.3350, -0.0841, 6.4213)
H (-2.8473, -2.4016, 6.3892)
H (-2.6807, -1.8424, 7.9690)
H (0.3887, -1.6518, 8.1288)
H (0.4893, -3.3335, 8.6376)
H (-0.6855, -2.2978, 9.4744)
H (-1.1607, -5.1791, 7.8407)
H (-2.5361, -4.5258, 6.9698)
H (-1.8842, -3.9544, 10.0141)
H (-3.0924, -5.1346, 9.3740)
H (-3.3289, -3.4989, 9.1631)
H (0.5871, -4.0789, 6.8431)
H (0.3073, -2.5396, 5.9244)
H (-0.8338, -5.3791, 5.6303)
H (0.1662, -4.5175, 4.4564)
H (-2.9140, -5.8012, 4.6899)
H (-2.3806, -5.2688, 2.9827)
H (-3.6272, -4.5358, 3.7934)
C (-0.5982, 2.3030, -5.4097)
F (0.2845, 1.4821, -4.7939)
F (-1.5537, 1.6074, -6.0197)
F (-1.2119, 3.0594, -4.5431)
S (0.3387, 3.4950, -6.6426)
O (1.3128, 4.0783, -5.7639)
O (0.8854, 2.6934, -7.7570)
O (-0.8151, 4.3093, -7.0512)
C (-5.2662, -4.2700, -2.0671)
F (-4.1583, -4.9324, -1.5909)
F (-6.2480, -5.1787, -2.2084)
F (-5.6453, -3.3519, -1.1908)
S (-4.9455, -3.4966, -3.8032)
O (-5.4791, -2.1119, -3.7912)
O (-3.4875, -3.5070, -4.0126)
O (-5.5679, -4.3964, -4.7573)
C (4.8133, -2.4875, -3.6835)
F (5.8779, -3.2890, -3.8862)
F (4.7748, -2.0805, -2.4163)
F (4.7895, -1.4196, -4.4420)
S (3.2845, -3.5641, -4.0761)
O (2.1296, -2.6958, -3.8700)
O (3.5126, -3.9457, -5.4850)
O (3.2250, -4.7891, -3.2574)
C (-2.4304, 3.0564, -0.0008)
F (-2.7989, 1.8742, 0.4711)
F (-2.0417, 2.8081, -1.2050)
F (-3.5358, 3.8080, 0.0089)
S (-1.0019, 3.6383, 1.1810)
O (-1.5452, 3.3611, 2.5099)
O (0.2018, 2.8571, 0.8563)
O (-0.8597, 5.0634, 0.8671)

These are the Mulliken partial charges, in e, on atoms 1 to 8: -0.7097, -1.2557, -0.2567, -0.7192, 0.2623, -0.6998, -0.5826, -0.7011